# 1
The following is a quantum chemistry calculation of a structure of composition C45H42AsCl2InN2PSTe, from the Open Molecules 2025 dataset.

XYZ file:
```
96
Properties=species:S:1:pos:R:3:nbo_charge:R:1
In 2.237 -0.780 0.602 0.725
Cl 2.740 -1.725 3.421 0.020
C 4.100 -0.619 3.717 -0.368
Cl 4.426 0.387 2.283 -0.013
H 4.984 -1.205 3.933 0.256
H 3.848 0.032 4.543 0.256
N 7.678 -5.190 -2.466 -0.740
C 6.365 -5.052 -2.683 0.058
S 5.582 -5.852 -3.891 -0.055
C 5.630 -4.091 -1.796 -0.042
C 6.277 -3.098 -1.067 -0.181
C 5.534 -2.206 -0.311 0.037
N 4.206 -2.254 -0.236 -0.565
C 3.584 -3.225 -0.928 0.023
C 4.242 -4.148 -1.707 -0.197
H 8.199 -5.822 -3.050 0.433
H 8.165 -4.748 -1.707 0.397
H 7.352 -2.980 -1.094 0.224
H 6.028 -1.429 0.261 0.212
H 2.498 -3.259 -0.853 0.193
H 3.699 -4.908 -2.252 0.270
C -2.753 -1.634 1.863 -0.712
C -3.807 -0.771 1.189 -0.699
As -5.593 -1.020 2.019 1.380
C -6.712 0.337 1.331 -0.416
C -7.831 0.709 2.093 -0.172
C -8.664 1.710 1.634 -0.196
C -8.411 2.307 0.402 -0.113
C -7.316 1.915 -0.371 -0.217
C -6.479 0.914 0.075 -0.131
C -5.296 -0.541 3.864 -0.399
C -5.098 -1.528 4.826 -0.212
C -4.751 -1.160 6.118 -0.190
C -4.613 0.185 6.440 -0.162
C -4.816 1.165 5.475 -0.217
C -5.168 0.813 4.181 -0.155
P -0.983 -1.209 1.443 0.825
C -0.877 0.533 2.013 -0.278
C -0.410 1.604 1.247 -0.271
C -0.281 2.875 1.800 -0.209
C -0.601 3.094 3.130 -0.193
C -1.036 2.032 3.911 -0.178
C -1.163 0.764 3.363 -0.247
C -0.984 -1.173 -0.395 -0.393
C -0.399 -2.294 -0.997 -0.169
C -0.282 -2.388 -2.379 -0.225
C -0.741 -1.351 -3.182 -0.192
C -1.337 -0.239 -2.600 -0.196
C -1.463 -0.150 -1.217 -0.224
H -2.882 -2.685 1.608 0.254
H -2.816 -1.548 2.948 0.249
H -3.889 -0.989 0.127 0.250
H -3.625 0.297 1.327 0.250
H -8.035 0.222 3.039 0.240
H -9.522 2.011 2.221 0.250
H -9.086 3.065 0.025 0.246
H -7.133 2.384 -1.329 0.240
H -5.645 0.591 -0.536 0.210
H -5.230 -2.575 4.578 0.234
H -4.606 -1.922 6.873 0.244
H -4.365 0.472 7.455 0.242
H -4.717 2.214 5.730 0.239
H -5.341 1.579 3.435 0.222
H -0.173 1.459 0.202 0.212
H 0.058 3.699 1.182 0.218
H -0.499 4.083 3.559 0.239
H -1.268 2.189 4.958 0.234
H -1.471 -0.057 4.004 0.222
H -0.059 -3.113 -0.372 0.220
H 0.155 -3.271 -2.831 0.237
H -0.645 -1.417 -4.260 0.238
H -1.723 0.560 -3.224 0.232
H -1.948 0.718 -0.790 0.224
Te 2.777 2.316 -1.171 1.138
C 2.074 3.295 -2.877 -0.339
C 1.982 4.689 -2.803 -0.146
C 1.613 5.394 -3.935 -0.211
C 1.293 4.714 -5.105 -0.125
C 1.346 3.321 -5.153 -0.177
C 1.748 2.601 -4.043 -0.224
C 4.005 0.980 -2.229 -0.329
C 3.460 -0.100 -2.918 -0.278
C 4.281 -0.847 -3.749 -0.133
C 5.629 -0.527 -3.870 -0.182
C 6.170 0.526 -3.140 -0.182
C 5.359 1.289 -2.313 -0.233
H 2.218 5.220 -1.888 0.224
H 1.581 6.476 -3.903 0.251
H 0.996 5.268 -5.986 0.249
H 1.076 2.797 -6.061 0.243
H 1.810 1.523 -4.093 0.231
H 2.408 -0.353 -2.827 0.229
H 3.868 -1.674 -4.315 0.234
H 6.258 -1.100 -4.540 0.247
H 7.221 0.770 -3.230 0.248
H 5.781 2.129 -1.771 0.237
```

## Properties
net charge = +3
total energy = -168775.629 eV
ΔE to the lowest compared entry with this formula, charge and spin = 0.635 eV
frontier orbital gap (spin up / spin down) = 3.55 / 4.31 eV

# 2
The following is a quantum chemistry calculation of a cluster of 17 separate species, C46H133N7O24 in total at a distorted geometry, from the Open Molecules 2025 dataset.

XYZ file:
```
210
Properties=species:S:1:pos:R:3:lowdin_charge:R:1
C -3.074 0.034 2.997 -0.091
O -3.220 1.022 3.994 -0.210
C -3.064 0.575 5.331 -0.221
C -3.092 1.711 6.366 -0.191
N -1.866 2.448 6.046 -0.047
C -1.957 3.780 6.562 -0.206
C -2.751 4.740 5.643 -0.212
O -2.159 4.863 4.363 -0.176
C -2.916 5.636 3.439 -0.112
H -2.105 -0.454 3.103 0.067
H -3.194 0.536 2.037 0.079
H -3.883 -0.683 3.139 0.086
H -2.159 -0.021 5.448 0.122
H -3.948 -0.048 5.465 0.113
H -3.064 1.205 7.331 0.119
H -4.009 2.280 6.217 0.108
H -1.890 2.566 5.043 0.077
H -0.895 3.941 6.743 0.122
H -2.478 3.823 7.519 0.114
H -2.859 5.686 6.172 0.115
H -3.770 4.369 5.531 0.109
H -2.921 6.666 3.795 0.091
H -3.882 5.205 3.176 0.085
H -2.395 5.769 2.491 0.052
C 0.277 0.510 -8.977 -0.108
O 0.365 0.321 -7.580 -0.185
C -0.805 0.629 -6.857 -0.229
C -0.548 0.245 -5.420 -0.205
N -1.776 0.262 -4.587 -0.062
C -1.534 -0.296 -3.272 -0.183
C -2.860 -0.422 -2.449 -0.182
O -3.372 0.806 -1.912 -0.223
C -4.745 0.749 -1.498 -0.080
H 1.218 0.163 -9.404 0.085
H 0.270 1.574 -9.216 0.085
H -0.541 -0.042 -9.439 0.088
H -1.702 0.069 -7.121 0.123
H -0.985 1.701 -6.925 0.126
H 0.227 0.862 -4.964 0.108
H -0.197 -0.785 -5.372 0.099
H -2.581 -0.134 -5.052 0.104
H -0.872 0.393 -2.746 0.104
H -1.049 -1.261 -3.426 0.097
H -2.693 -1.037 -1.565 0.113
H -3.531 -0.961 -3.118 0.111
H -5.384 1.622 -1.631 0.079
H -4.601 0.522 -0.441 0.077
H -5.241 -0.124 -1.920 0.079
C 1.255 3.438 -2.306 -0.111
O -0.137 3.669 -2.287 -0.217
C -0.687 3.833 -3.591 -0.192
C -2.196 3.738 -3.362 -0.194
N -2.802 4.996 -2.866 -0.037
C -4.121 4.812 -2.230 -0.192
C -4.637 6.106 -1.619 -0.224
O -4.146 6.271 -0.288 -0.214
C -4.894 7.310 0.357 -0.093
H 1.516 2.615 -2.971 0.075
H 1.595 3.259 -1.287 0.081
H 1.799 4.276 -2.743 0.089
H -0.548 2.985 -4.261 0.097
H -0.272 4.726 -4.059 0.128
H -2.283 3.004 -2.560 0.091
H -2.719 3.307 -4.216 0.116
H -2.104 5.361 -2.235 0.075
H -4.053 4.103 -1.404 0.086
H -4.884 4.321 -2.833 0.124
H -5.711 5.948 -1.524 0.109
H -4.534 6.994 -2.243 0.126
H -4.649 8.310 -0.001 0.092
H -4.694 7.209 1.424 0.076
H -5.951 7.049 0.299 0.085
C 5.590 5.800 3.401 -0.110
O 4.546 5.791 2.445 -0.182
C 3.529 6.676 2.858 -0.249
C 2.458 6.791 1.783 -0.203
N 1.494 5.672 1.752 -0.047
C 0.655 5.465 0.543 -0.158
C -0.383 6.603 0.245 -0.180
O 0.267 7.836 0.042 -0.214
C -0.487 8.987 -0.248 -0.095
H 6.234 4.942 3.212 0.084
H 5.075 5.584 4.338 0.087
H 6.187 6.711 3.452 0.088
H 3.870 7.702 2.999 0.117
H 3.061 6.482 3.823 0.125
H 3.006 6.825 0.841 0.117
H 1.814 7.664 1.886 0.111
H 2.111 4.877 1.667 0.085
H 0.177 4.486 0.569 0.095
H 1.388 5.357 -0.256 0.096
H -1.141 6.617 1.029 0.101
H -0.880 6.353 -0.692 0.101
H -1.056 9.166 0.664 0.086
H -1.150 8.811 -1.095 0.082
H 0.144 9.841 -0.490 0.088
C -1.757 -4.015 -4.441 -0.083
O -0.850 -4.170 -3.341 -0.198
C 0.488 -4.193 -3.741 -0.237
C 0.931 -5.537 -4.356 -0.196
N 0.660 -5.676 -5.791 -0.044
C 1.000 -7.016 -6.350 -0.193
C 2.433 -7.549 -6.226 -0.213
O 3.493 -6.726 -6.750 -0.209
C 3.393 -6.459 -8.163 -0.097
H -1.771 -4.948 -5.005 0.078
H -1.444 -3.192 -5.085 0.078
H -2.784 -3.847 -4.117 0.084
H 1.181 -4.010 -2.920 0.096
H 0.796 -3.371 -4.387 0.107
H 0.382 -6.321 -3.834 0.104
H 1.994 -5.614 -4.127 0.118
H 1.208 -5.008 -6.315 0.100
H 0.727 -7.046 -7.405 0.105
H 0.401 -7.753 -5.814 0.113
H 2.509 -8.514 -6.727 0.114
H 2.730 -7.703 -5.189 0.113
H 3.329 -7.431 -8.654 0.085
H 4.283 -5.937 -8.515 0.084
H 2.541 -5.820 -8.396 0.075
C -2.240 3.068 0.675 -0.066
O -1.051 2.321 0.988 -0.221
C -0.600 1.258 0.046 -0.128
C 0.582 0.406 0.490 -0.179
N 0.338 -0.413 1.665 -0.037
C 1.615 -0.848 2.201 -0.174
C 2.421 -1.862 1.380 -0.173
O 1.546 -2.805 0.703 -0.214
C 2.245 -3.837 0.038 -0.090
H -3.032 2.437 0.272 0.064
H -1.996 3.688 -0.187 0.068
H -2.559 3.726 1.483 0.080
H -0.417 1.680 -0.942 0.093
H -1.424 0.556 -0.079 0.106
H 1.371 1.142 0.645 0.114
H 1.015 -0.209 -0.300 0.112
H -0.202 -1.216 1.376 0.091
H 1.261 -1.373 3.089 0.095
H 2.320 -0.120 2.601 0.117
H 3.139 -2.416 1.986 0.098
H 3.047 -1.331 0.662 0.092
H 2.774 -4.548 0.674 0.085
H 2.857 -3.493 -0.796 0.071
H 1.432 -4.370 -0.455 0.067
C -1.501 -4.015 0.002 -0.089
O -1.520 -2.965 0.957 -0.215
C -1.753 -3.447 2.289 -0.171
C -0.714 -4.375 2.955 -0.153
N 0.526 -3.753 3.478 -0.070
C 1.400 -4.702 3.977 -0.216
C 0.970 -5.435 5.304 -0.178
O 2.052 -6.287 5.598 -0.192
C 1.784 -7.321 6.439 -0.149
H -2.548 -4.305 -0.084 0.089
H -0.870 -4.845 0.318 0.074
H -1.355 -3.659 -1.018 0.075
H -2.665 -4.043 2.246 0.118
H -1.874 -2.574 2.930 0.105
H -0.448 -5.209 2.306 0.106
H -1.250 -4.851 3.776 0.116
H 1.029 -3.434 2.662 0.079
H 2.385 -4.273 4.163 0.128
H 1.650 -5.435 3.210 0.114
H 0.074 -6.036 5.149 0.106
H 0.698 -4.857 6.187 0.121
H 2.726 -7.682 6.852 0.092
H 1.232 -8.123 5.950 0.091
H 1.261 -6.959 7.324 0.088
O 0.067 1.695 3.276 -0.034
H -0.135 0.995 2.654 -0.006
H -0.351 2.473 2.906 0.053
O 2.749 -0.499 5.835 -0.076
H 3.459 -0.754 5.246 -0.028
H 2.107 -1.204 5.755 -0.045
O -5.712 3.331 0.600 -0.041
H -5.410 2.897 1.397 0.035
H -5.397 4.231 0.682 0.011
O 4.069 1.086 0.981 -0.036
H 3.673 1.898 1.297 0.032
H 4.892 1.016 1.464 0.037
O 2.143 1.999 4.638 -0.074
H 1.369 1.820 4.103 -0.067
H 2.679 2.579 4.097 0.000
O 4.908 -1.523 4.082 -0.039
H 5.197 -2.307 3.615 -0.017
H 5.202 -0.795 3.534 0.038
O 0.573 -1.886 5.617 -0.043
H 0.437 -2.377 4.807 -0.010
H 0.017 -2.326 6.261 0.052
O 5.377 -3.689 2.419 -0.031
H 5.075 -4.509 2.811 0.057
H 6.000 -3.961 1.745 0.060
C 1.696 -8.049 -0.270 -0.075
C 0.850 -7.576 -1.411 -0.388
O 0.994 -8.392 -2.468 -0.058
H 2.758 -7.838 -0.394 0.076
H 1.542 -9.088 0.020 0.080
H 1.548 -7.427 0.613 0.058
H 1.037 -6.568 -1.783 0.096
H -0.201 -7.581 -1.122 0.119
H 0.362 -9.109 -2.381 0.100
C 2.235 -1.081 -2.929 -0.065
C 3.707 -1.433 -2.536 -0.285
O 3.814 -2.780 -2.900 -0.098
H 1.985 -1.254 -3.976 0.065
H 2.050 -0.015 -2.798 0.054
H 1.491 -1.560 -2.292 0.059
H 3.952 -1.368 -1.476 0.091
H 4.470 -0.808 -2.999 0.112
H 4.680 -2.956 -3.276 0.089
```

## Properties
net charge = 0
total energy = -109416.476 eV
ΔE to the lowest compared entry with this formula, charge and spin = 2.004 eV
frontier orbital gap = 8.02 eV

# 3
The following is a quantum chemistry calculation of a structure of composition C28H56AlK2O25P at a distorted geometry, from the Open Molecules 2025 dataset.

XYZ file:
```
113
Properties=species:S:1:pos:R:3:lowdin_charge:R:1
Al -36.941 31.708 -4.257 1.154
K -31.996 29.228 -3.649 0.856
K -31.676 32.617 -2.907 0.869
P -34.363 30.819 -2.582 0.024
O -34.239 32.122 -3.396 -0.278
O -33.060 30.558 -1.693 -0.493
O -34.764 29.845 -3.752 -0.183
O -35.732 31.008 -1.775 -0.157
C -43.019 30.615 -2.408 -0.093
C -41.979 29.897 -3.089 -0.257
O -41.112 29.406 -2.077 0.045
C -39.856 29.927 -1.844 -0.526
O -39.246 30.762 -2.590 -0.050
O -39.485 29.507 -0.724 0.071
C -38.237 29.804 -0.138 0.001
H -43.785 30.817 -3.157 0.099
H -42.624 31.532 -1.971 0.091
H -43.417 30.091 -1.539 0.098
H -41.533 30.596 -3.797 0.128
H -42.521 29.092 -3.586 0.134
H -38.252 30.848 0.176 0.108
H -37.318 29.619 -0.694 0.075
H -38.284 29.198 0.767 0.108
C -37.629 34.308 -9.926 -0.042
C -36.974 34.047 -8.526 -0.195
O -35.547 34.066 -8.575 0.062
C -34.859 33.464 -7.578 -0.545
O -35.289 32.848 -6.632 0.019
O -33.525 33.668 -7.680 0.011
C -32.585 32.965 -6.858 -0.031
H -37.604 35.350 -10.243 0.075
H -38.679 34.022 -9.864 0.079
H -37.189 33.736 -10.743 0.078
H -37.452 33.126 -8.192 0.114
H -37.346 34.731 -7.764 0.125
H -31.604 33.437 -6.890 0.106
H -32.549 31.916 -7.155 0.090
H -32.930 32.885 -5.827 0.054
C -38.036 37.967 2.242 -0.032
C -37.023 36.782 2.636 -0.258
O -36.444 36.304 1.551 0.051
C -36.704 35.061 1.136 -0.592
O -37.781 34.483 1.289 0.121
O -35.756 34.748 0.339 0.050
C -35.753 33.432 -0.227 -0.034
H -38.877 37.436 1.796 0.065
H -37.775 38.612 1.403 0.066
H -38.396 38.702 2.962 0.072
H -37.509 36.103 3.335 0.131
H -36.249 37.241 3.251 0.120
H -35.601 32.572 0.425 0.103
H -35.017 33.401 -1.031 0.067
H -36.747 33.295 -0.652 0.095
C -34.218 27.379 -6.230 -0.064
C -35.086 27.361 -7.478 -0.211
O -34.904 28.470 -8.345 -0.006
C -35.335 29.760 -7.972 -0.479
O -36.202 30.026 -7.111 0.047
O -34.892 30.689 -8.818 -0.004
C -33.843 30.337 -9.773 -0.002
H -33.185 27.461 -6.567 0.077
H -34.216 26.417 -5.718 0.094
H -34.445 28.266 -5.640 0.038
H -36.154 27.314 -7.263 0.131
H -34.810 26.406 -7.924 0.132
H -34.237 29.665 -10.535 0.103
H -32.899 29.979 -9.361 0.099
H -33.723 31.261 -10.339 0.102
C -25.736 32.816 -0.224 -0.050
C -26.678 33.107 0.972 -0.193
O -27.959 32.982 0.349 -0.030
C -29.156 33.076 1.051 -0.545
O -29.286 33.516 2.169 0.152
O -30.136 32.664 0.238 -0.065
C -31.510 32.797 0.799 0.004
H -24.679 32.786 0.041 0.081
H -25.849 33.650 -0.917 0.077
H -26.039 31.840 -0.602 0.070
H -26.654 34.157 1.264 0.127
H -26.517 32.437 1.817 0.131
H -32.252 32.404 0.103 0.066
H -31.653 33.818 1.151 0.102
H -31.516 32.396 1.812 0.104
C -25.585 29.134 -3.583 -0.029
C -26.905 28.318 -3.386 -0.177
O -27.474 28.671 -2.123 0.056
C -28.754 28.587 -1.843 -0.509
O -29.715 28.153 -2.522 -0.018
O -29.021 29.203 -0.661 0.007
C -30.298 29.625 -0.252 -0.040
H -25.098 28.755 -4.481 0.084
H -25.007 28.883 -2.693 0.085
H -25.765 30.205 -3.674 0.076
H -26.679 27.260 -3.252 0.132
H -27.634 28.381 -4.194 0.118
H -30.241 30.027 0.760 0.119
H -31.074 28.870 -0.375 0.084
H -30.578 30.407 -0.957 0.056
C -37.375 29.659 4.808 -0.030
C -36.493 28.357 4.724 -0.180
O -35.345 28.414 3.899 0.036
C -35.366 28.069 2.636 -0.516
O -36.089 27.229 2.071 0.101
O -34.173 28.562 2.102 -0.023
C -34.019 28.643 0.695 -0.065
H -37.399 30.220 3.873 0.064
H -36.930 30.410 5.461 0.070
H -38.332 29.413 5.269 0.081
H -36.934 27.384 4.505 0.123
H -36.098 28.121 5.712 0.124
H -34.628 29.323 0.099 0.065
H -34.024 27.631 0.290 0.102
H -32.964 28.914 0.650 0.068
```

## Properties
net charge = +2
total energy = -129650.320 eV
ΔE to the lowest compared entry with this formula, charge and spin = 5.371 eV
frontier orbital gap = 2.00 eV